No. 1
Below is a structure of composition C23H20AuBiI2N2O6S, with properties calculated with ωB97M-V with the def2-TZVPD basis set.

Each line ends with the Mulliken spin population.
Positions of all 56 atoms, in Å:
Bi -0.223 1.358 -1.750  -0.3343
Au -0.389 -1.495 -1.895  0.1773
I 3.986 1.381 -2.561  0.6375
I 3.967 -1.334 -2.548  0.3066
S 0.707 -0.141 -3.613  0.0972
O -1.254 3.602 0.625  -0.0138
O 2.119 2.217 -0.084  -0.0052
O 0.983 -2.024 0.979  0.0026
O -1.983 3.574 -3.768  -0.0160
O -1.918 -3.455 -3.695  -0.0129
O -1.222 -3.416 0.464  -0.0031
N 1.189 0.045 -0.033  0.0359
N 0.713 1.395 1.642  0.0306
C -1.026 -0.088 2.867  0.0115
C 1.419 1.344 0.452  0.0192
C -3.544 -0.428 4.209  -0.0003
C -0.329 0.018 -5.154  0.0034
C -0.860 -2.689 -0.339  0.0404
C -1.843 0.022 -5.024  -0.0047
C 0.196 -1.244 -5.835  0.0052
C 0.196 1.286 -5.823  0.0009
C -2.347 -0.704 4.861  0.0110
C 3.410 -1.145 4.352  0.2245
C -1.335 -2.731 -2.985  0.0943
C 0.417 0.081 2.209  0.0428
C -1.409 2.806 -3.174  -0.0077
C 1.491 -0.086 3.316  0.1731
C -0.952 2.836 -0.170  -0.0167
C 3.362 -0.240 5.410  0.2524
C -3.479 0.007 2.884  0.0056
C 2.389 0.769 5.415  -0.0394
C -2.246 0.178 2.220  -0.0076
C 1.478 0.862 4.358  0.2325
C -1.129 -0.558 4.188  0.0163
C 0.796 -0.795 1.005  0.0184
C 2.488 -1.062 3.299  0.0204
H 0.849 2.232 2.181  -0.0076
H -4.425 0.213 2.373  -0.0001
H 2.329 1.487 6.236  0.0033
H 0.705 1.645 4.391  -0.0086
H 1.295 1.276 -5.839  0.0033
H 4.161 -1.940 4.319  -0.0140
H -2.264 0.527 1.178  -0.0147
H -0.175 -1.251 -6.858  -0.0004
H -2.351 -1.043 5.896  0.0005
H -0.136 -2.149 -5.317  -0.0021
H 1.295 -1.229 -5.844  -0.0007
H -0.180 1.296 -6.852  0.0003
H -4.496 -0.559 4.735  0.0001
H -2.244 0.025 -6.054  0.0001
H -0.234 -0.813 4.770  0.0254
H 4.081 -0.312 6.232  0.0011
H -2.217 -0.872 -4.514  0.0053
H -0.142 2.193 -5.307  -0.0028
H 2.544 -1.790 2.481  0.0150
H -2.213 0.919 -4.508  -0.0012

Cartesian forces, eV/Å:
2.7 -2.8 -0.7
1.6 1.7 -0.2
0.2 -1.7 0.2
0.4 1.7 0.0
-0.7 -0.2 0.9
1.0 -2.5 -2.6
-1.6 -0.7 0.2
-1.2 2.4 0.1
1.1 -1.3 1.0
2.8 3.8 3.9
0.9 1.9 -2.8
0.3 0.1 -1.0
0.4 1.5 -0.8
0.2 -0.3 0.0
0.4 -1.6 1.4
0.4 0.0 0.0
0.3 -0.5 -0.4
-1.5 -2.1 4.6
0.1 0.0 0.2
0.0 0.1 -0.6
0.2 -0.2 0.1
0.1 0.0 -0.2
0.0 -1.1 -1.5
-4.4 -6.7 -6.8
-0.4 -0.2 1.5
-2.5 2.8 -2.2
0.7 -1.8 -1.4
-2.8 5.6 5.5
-0.6 1.9 1.6
0.0 0.1 -0.3
0.5 -0.2 0.3
0.0 0.1 -0.2
0.0 0.9 1.7
0.5 0.0 0.3
1.5 -0.9 -0.4
-0.7 0.2 -0.7
-0.1 0.1 0.6
0.5 0.0 0.0
0.1 -0.3 -0.3
0.4 -0.3 0.0
-0.2 0.1 -0.2
-0.2 0.3 0.2
0.0 -0.1 0.3
0.0 -0.3 -0.1
0.0 0.1 -0.3
0.0 0.1 -0.2
-0.3 -0.1 -0.3
0.1 0.1 0.1
0.4 0.1 -0.4
0.0 0.0 0.5
-0.3 -0.1 -0.3
-0.3 0.0 -0.3
-0.1 0.2 -0.2
0.1 -0.1 -0.2
-0.1 0.3 0.6
-0.1 -0.3 -0.2

## Properties
E_HOMO (alpha / beta) = -19.014 / -18.969 eV
charge = +4
calculated total energy = -2791.461265 a.u.
2S+1 = 3
maximum force = 10.494 eV/A
⟨S²⟩ = 2.292

=====

No. 2
Below is a structure of composition C23H20BrF4N6PPtS, with properties calculated with ωB97M-V with the def2-TZVPD basis set.

Each line ends with the Mulliken charge.
Positions of all 57 atoms, in Å:
Pt 0.238 1.745 -0.158  2.2174
Br 2.483 2.175 2.938  -0.0775
S 1.314 3.848 0.657  -0.4682
P 0.778 -0.199 1.002  -0.6925
F 3.012 -3.656 4.020  -0.2572
F 4.375 -1.814 5.495  -0.2486
F 4.099 0.806 4.932  -0.2840
F 1.445 -2.884 2.032  -0.3835
N 1.044 6.283 -0.296  -0.3741
N -3.127 -0.816 -3.559  -0.6237
N -2.629 -2.711 -2.361  -0.3060
N -0.151 4.668 -1.387  -0.3726
N -1.491 0.691 -1.912  0.2322
N -0.536 3.345 -1.544  -0.6873
C -0.890 -0.703 1.533  0.7071
C 1.508 -3.059 -1.902  -0.9015
C 0.699 5.013 -0.410  0.6753
C 2.089 -1.940 2.730  -0.2851
C -2.978 0.480 -3.745  -0.5701
C 3.445 -0.090 4.215  0.2915
C -2.159 1.250 -2.931  -0.4281
C 1.098 -2.499 -0.703  0.1671
C -1.344 -2.014 1.686  0.0811
C -2.475 -1.394 -2.554  0.1969
C 2.178 -2.296 -2.850  -0.6256
C -1.803 0.351 1.688  -0.5246
C -2.682 -2.256 1.955  -0.9223
C 2.033 -0.390 -1.401  -0.6040
C 2.617 0.325 3.184  0.0638
C -1.645 -0.603 -1.716  0.1245
C -3.136 0.101 1.965  -0.9504
C 2.438 -0.958 -2.598  -0.9426
C 2.903 -2.369 3.761  0.1995
C 1.913 -0.600 2.400  0.2826
C -3.581 -1.206 2.090  -0.5617
C 1.362 -1.156 -0.435  0.7434
C 3.595 -1.436 4.513  0.6768
H 2.505 -2.749 -3.776  0.4491
H 1.692 6.574 0.420  0.2121
H -0.239 2.976 -2.444  0.4515
H 2.262 0.653 -1.202  0.6501
H -1.459 1.380 1.621  0.6689
H -3.023 -3.277 2.058  0.4687
H -0.505 5.359 -2.034  0.2234
H 0.682 6.995 -0.912  0.2179
H 2.954 -0.358 -3.335  0.4772
H -2.161 -3.202 -1.622  0.1640
H -0.671 -2.852 1.602  0.3617
H -1.541 3.237 -1.441  0.4355
H -2.073 2.309 -3.134  0.4819
H -4.620 -1.408 2.308  0.4467
H -3.227 -3.230 -2.982  0.2673
H -3.525 0.929 -4.564  0.3867
H 1.298 -4.103 -2.096  0.4709
H 0.574 -3.116 0.009  0.2819
H -1.131 -1.071 -0.893  -0.1453
H -3.829 0.923 2.084  0.4615

Cartesian forces, eV/Å:
-0.4 2.1 -1.0
0.1 0.0 0.2
-0.1 -1.7 0.2
0.0 -0.2 0.1
0.0 -0.1 0.0
0.1 -0.1 0.1
0.1 -0.1 0.1
0.1 -0.1 0.1
0.0 0.0 0.0
-0.3 -0.4 -0.3
0.0 -0.2 0.0
0.1 0.5 0.1
0.5 -0.3 0.7
0.3 -1.0 0.6
0.0 0.4 -0.1
-0.1 -0.1 0.1
-0.2 -0.2 -0.3
-0.1 0.1 -0.2
0.2 0.1 0.3
-0.2 0.2 -0.2
-0.2 0.2 -0.3
-0.1 0.0 -0.1
0.0 -0.1 -0.1
0.2 0.7 0.1
0.0 0.1 0.0
0.1 0.0 0.1
0.0 -0.1 0.0
0.1 -0.1 0.2
-0.1 -0.2 -0.1
-0.2 -0.4 -0.1
-0.1 -0.1 0.0
0.0 0.0 -0.1
0.0 0.1 0.0
0.1 0.5 0.0
0.0 0.1 0.0
-0.1 0.4 -0.1
-0.1 0.1 -0.1
0.0 0.0 0.0
0.0 0.0 0.0
0.0 0.1 -0.1
0.1 -0.1 0.0
-0.1 0.0 0.1
0.0 0.0 0.1
-0.1 -0.1 -0.1
0.0 0.0 0.0
0.0 0.0 0.0
0.0 0.0 0.0
-0.1 0.0 0.0
-0.1 0.1 0.0
0.0 -0.1 0.0
0.0 0.0 0.0
0.0 0.0 0.0
0.0 0.0 0.0
0.0 0.0 0.0
0.0 0.0 -0.1
0.0 0.0 0.0
0.0 0.0 0.0

## Properties
E_HOMO = -14.056 eV
charge = +2
calculated total energy = -5048.770259 a.u.
energy relative to the best compared isomer or geometry (same formula, charge and spin) = 208.7 kJ/mol
2S+1 = 1
maximum force = 2.360 eV/A